Record 1
# C4H10OS

2 unconnected molecules or ions with the total composition C4H10OS in a non-equilibrium geometry (ωB97M-V/def2-TZVPD, the OMol25 dataset).

Structure (XYZ):
```
16
Properties=species:S:1:pos:R:3
S 2.860 -0.848 -0.539
O -1.633 0.664 -0.954
C 2.012 -0.613 1.028
C -2.170 -0.203 -0.320
C 2.210 0.525 -1.534
C -3.196 0.097 0.732
H 1.800 0.204 -2.473
H 1.536 1.132 -0.957
H 3.082 1.128 -1.784
H 2.745 -0.747 1.830
H -3.669 -0.784 1.158
H -2.671 0.597 1.554
H 1.122 -1.191 1.252
H 1.748 0.445 1.112
H -1.874 -1.253 -0.494
H -3.902 0.847 0.389
```

For the LUMO energy, the calculation gives 0.909 eV. For the energy relative to the best compared isomer or geometry (same formula, charge and spin), the calculation gives 80.42 kJ/mol. Its SMILES is CC=O.CSC. The HOMO energy is -8.33 eV. For the maximum force, the calculation gives 1.3 eV/Å. The gap between HOMO and LUMO is 0.3396 hartree. The electronic energy comes out at -17191.992 eV.



Record 2
# C52H38CoF3NOPSb

A molecular structure, C52H38CoF3NOPSb in a non-equilibrium geometry (ωB97M-V/def2-TZVPD, the OMol25 dataset).

Structure (XYZ):
```
98
Properties=species:S:1:pos:R:3
Sb -2.297 -0.765 -0.122
Co 0.196 -1.191 -0.126
P 1.001 -0.861 1.885
F -4.781 2.157 -4.973
F -2.746 -6.145 -2.887
F -6.198 1.210 4.224
O 0.695 -3.958 -0.664
N 1.215 -2.761 -0.011
C 1.702 -2.452 3.898
C -5.143 0.832 3.450
C 3.311 -1.907 0.766
C 0.585 -4.355 4.853
C 2.768 -0.873 1.584
C -0.428 1.703 4.840
C 4.704 -2.101 0.620
C -4.163 -0.959 2.244
C 1.996 3.641 -4.436
C -4.837 1.830 -2.624
C 1.378 4.406 -5.402
C -4.334 1.187 -1.524
C -4.428 1.786 2.756
C 1.706 -3.538 4.775
C -2.760 -4.903 -0.862
C -3.481 -3.882 -2.935
C 4.043 1.071 -2.030
C 2.507 -2.882 0.089
C 0.628 -2.243 2.991
C -3.031 -4.993 -2.194
C -2.461 0.358 -2.815
C 5.581 -1.155 1.204
C 3.308 2.257 -2.263
C 5.417 3.455 -2.328
C -3.079 0.506 -1.580
C -4.189 1.694 -3.870
C -2.978 -3.679 -0.240
C 1.892 2.211 -2.387
C -3.011 0.933 -3.976
C 0.684 3.054 3.238
C -0.028 4.563 -5.349
C 3.666 0.039 2.204
C -3.469 1.319 1.807
C 1.214 3.008 -3.427
C 5.438 1.042 -2.084
C 4.031 3.467 -2.359
C -0.420 -3.187 2.944
C -4.941 -0.539 3.291
C 1.179 1.232 -1.680
C 5.055 -0.161 2.005
C 0.668 0.339 -0.925
C 0.519 0.698 2.791
C -3.302 -2.539 -0.901
C 6.136 2.234 -2.166
C -0.221 0.585 4.049
C 1.019 1.970 2.440
C 0.097 2.965 4.495
C -3.432 -0.042 1.570
C -0.448 -4.250 3.861
C -0.177 3.157 -3.427
C -0.813 3.885 -4.438
C -3.626 -2.661 -2.256
H 5.650 0.545 2.500
H 1.633 2.066 1.523
H -1.890 3.960 -4.436
H 3.508 4.340 -2.613
H 1.914 4.971 -6.181
H 0.972 4.026 2.860
H 3.490 0.138 -1.918
H -0.985 1.571 5.736
H 5.929 0.047 -2.091
H -0.640 -0.391 4.245
H -0.707 2.768 -2.581
H -2.765 2.005 1.346
H 3.303 0.832 2.883
H 6.016 4.333 -2.284
H -4.877 1.178 -0.612
H 5.067 -2.903 -0.035
H -0.300 -3.774 -0.604
H 2.540 -1.727 3.922
H -3.818 -3.968 -3.989
H 2.550 -3.755 5.390
H -2.840 -3.664 0.840
H -4.652 2.853 2.877
H -2.369 -5.790 -0.340
H 0.577 -5.059 5.679
H -4.087 -1.820 -2.746
H -5.815 2.311 -2.569
H 2.923 -3.887 -0.247
H -0.458 5.279 -6.063
H -1.201 -3.026 2.228
H -4.169 -2.045 1.966
H 7.262 2.329 -2.083
H -1.289 -4.884 3.935
H -1.528 -0.242 -2.817
H 3.090 3.415 -4.451
H -5.349 -1.265 3.955
H -2.424 0.800 -4.937
H -0.019 3.807 5.151
H 6.644 -1.188 0.946
```

For the LUMO energy (alpha / beta), the calculation gives -3.432 / -3.974 eV. For the energy relative to the best compared isomer or geometry (same formula, charge and spin), the calculation gives 0.00 kJ/mol. The multiplicity is 5. The HOMO energy (alpha / beta) is -8.69 / -10.95 eV. For the maximum force, the calculation gives 6.2 eV/Å. The gap between HOMO and LUMO (alpha / beta) is 0.1934 / 0.2563 hartree. The electronic energy comes out at -119670.645 eV. As for the expectation value of S²: 6.063. Its charge is +1.



Record 3
# C22H21F3N4O

A single C22H21F3N4O molecule in a non-equilibrium geometry (ωB97M-V/def2-TZVPD, the OMol25 dataset).

Structure (XYZ):
```
51
Properties=species:S:1:pos:R:3
F -5.248 -1.241 -0.053
F -6.130 0.693 -0.355
F -5.719 -0.004 1.638
O 0.093 3.618 0.091
N -0.298 -1.121 -1.528
N 2.837 0.460 -1.247
N -1.343 -2.534 0.050
N 0.869 -1.984 0.304
C 2.176 -1.651 -0.029
C 1.680 1.296 -1.138
C 2.395 2.175 1.085
C 2.977 -2.078 0.992
C 2.158 -2.669 1.987
C -2.295 2.199 -0.586
C -0.290 -1.867 -0.428
C -2.577 -1.722 -1.804
C 0.021 2.420 0.259
C 1.227 1.533 0.335
C -1.433 -1.052 -2.202
C 0.880 -2.604 1.538
C -2.887 0.175 1.213
C 3.612 1.260 1.001
C -1.312 1.740 0.287
C -3.561 1.646 -0.578
C 3.950 0.953 -0.464
C -3.856 0.639 0.331
C -2.465 -2.465 -0.635
C -1.618 0.721 1.185
C 2.614 -0.973 -1.294
C -5.231 0.036 0.388
H 0.979 0.569 0.778
H 4.288 1.880 -0.944
H -3.132 -0.602 1.921
H 4.045 -1.992 1.027
H 0.866 0.846 -1.707
H 1.877 -1.155 -2.078
H 4.473 1.738 1.471
H 3.565 -1.424 -1.597
H -4.321 2.004 -1.256
H -0.038 -2.943 1.971
H -2.052 3.002 -1.264
H -0.880 0.372 1.892
H 1.922 2.275 -1.567
H -3.498 -1.671 -2.359
H 3.401 0.333 1.536
H 4.763 0.228 -0.520
H 2.614 3.145 0.635
H 2.489 -3.087 2.916
H 2.120 2.343 2.129
H -1.406 -0.436 -3.092
H -3.298 -3.025 -0.233
```

For the LUMO energy, the calculation gives 0.017 eV. Its SMILES is O=C(c1ccc(C(F)(F)F)cc1)[C@@H]1CCCN(Cc2cccn2-c2ncccn2)C1. The HOMO energy is -8.05 eV. For the maximum force, the calculation gives 1.4 eV/Å. The gap between HOMO and LUMO is 0.2963 hartree. The electronic energy comes out at -39316.018 eV.



Record 4
# C10H27ClDyIOP2S

A molecular structure, C10H27ClDyIOP2S in a non-equilibrium geometry (ωB97M-V/def2-TZVPD, the OMol25 dataset).

Structure (XYZ):
```
44
Properties=species:S:1:pos:R:3
Dy 1.396 -1.121 0.611
I 0.671 3.484 2.421
Cl 0.821 0.695 -1.442
S -0.591 -0.810 2.980
P -1.162 1.921 0.690
P 1.990 -2.793 -1.139
O -1.473 -0.470 -0.618
C 3.391 -1.692 -1.491
C -0.739 3.726 0.484
C -2.806 2.340 -0.037
C -2.137 0.300 -1.284
C 2.133 -3.536 0.530
C 0.639 -0.875 4.358
C -1.911 2.350 2.328
C -1.177 -2.494 3.021
C 0.792 -3.299 -2.213
C -2.696 -0.552 -2.378
H 3.098 -0.897 -2.187
H 0.941 -1.914 4.372
H 1.556 -0.214 4.329
H 1.735 -3.960 -2.383
H 0.196 4.143 1.027
H -2.528 3.267 2.248
H 4.033 -1.180 -0.736
H -1.548 4.484 0.562
H -0.666 -2.839 3.955
H -0.138 -3.634 -1.746
H -3.403 -1.331 -2.035
H -0.334 3.857 -0.496
H 0.100 -0.618 5.256
H -3.520 1.551 0.124
H -0.715 -3.011 2.119
H 2.757 -4.277 -0.070
H -1.988 -1.339 -2.863
H 2.697 -3.053 1.357
H 0.486 -2.545 -2.939
H -3.411 -0.087 -3.084
H 3.847 -2.497 -2.138
H -2.480 1.543 2.727
H -3.104 3.304 0.359
H 1.209 -3.883 1.010
H -1.186 2.499 3.135
H -2.765 2.324 -1.114
H -2.263 -2.250 3.146
```

For the LUMO energy (alpha / beta), the calculation gives -8.817 / -8.816 eV. For the energy relative to the best compared isomer or geometry (same formula, charge and spin), the calculation gives 1091.68 kJ/mol. The multiplicity is 6. The HOMO energy (alpha / beta) is -12.83 / -12.96 eV. For the maximum force, the calculation gives 6.4 eV/Å. The gap between HOMO and LUMO (alpha / beta) is 0.1473 / 0.1521 hartree. The electronic energy comes out at -86945.958 eV. As for the expectation value of S²: 9.793. Its charge is +2.



Record 5
# C13H26Cl2GeN3O3PtSSe

A molecular structure, C13H26Cl2GeN3O3PtSSe (ωB97M-V/def2-TZVPD, the OMol25 dataset).

Structure (XYZ):
```
51
Properties=species:S:1:pos:R:3
Pt -1.402 1.701 -1.379
Se 2.946 -4.024 0.810
Ge 4.583 -1.851 2.571
Cl -0.134 -1.547 2.074
Cl -2.822 -2.174 1.061
S -3.539 -0.454 -2.524
O -0.881 -0.094 -0.470
O -3.089 1.036 -2.592
O -2.264 1.185 0.617
N -1.901 3.629 -2.085
N -2.752 6.132 -3.074
N -3.629 6.598 -1.028
C 4.666 -3.485 1.260
C -1.728 -0.920 1.650
C -1.672 4.018 -3.344
C 3.627 -0.467 1.590
C 6.467 -1.492 2.829
C -5.220 -0.370 -1.944
C -1.607 0.111 0.551
C -2.561 4.467 -1.291
C -2.113 5.292 -3.826
C -2.988 5.743 -1.794
C 3.642 -2.451 4.160
C -3.817 -0.877 -4.231
C 2.663 -5.421 2.111
H 5.168 -3.085 0.380
H -3.910 7.493 -1.428
H 2.549 -0.632 1.600
H -2.847 -0.905 -4.724
H -2.168 -0.469 2.534
H 3.670 -1.649 4.900
H -3.856 6.416 -0.056
H 6.958 -1.260 1.885
H 1.640 -5.767 1.994
H -2.758 4.155 -0.272
H -1.141 3.339 -3.999
H 3.826 0.493 2.068
H 5.237 -4.272 1.749
H -5.187 -0.040 -0.907
H 6.967 -2.342 3.290
H -1.906 5.569 -4.854
H -5.643 -1.374 -1.992
H 6.575 -0.633 3.492
H 3.979 -0.404 0.560
H -4.268 -1.869 -4.260
H 3.369 -6.225 1.912
H -4.474 -0.139 -4.688
H 4.121 -3.322 4.607
H 2.593 -2.678 3.965
H -5.790 0.321 -2.563
H 2.822 -5.009 3.105
```

For the LUMO energy (alpha / beta), the calculation gives -9.677 / -12.520 eV. For the energy relative to the best compared isomer or geometry (same formula, charge and spin), the calculation gives 0.00 kJ/mol. The multiplicity is 5. The HOMO energy (alpha / beta) is -16.42 / -17.22 eV. For the maximum force, the calculation gives 0.2 eV/Å. The gap between HOMO and LUMO (alpha / beta) is 0.2477 / 0.1726 hartree. The electronic energy comes out at -185474.836 eV. As for the expectation value of S²: 6.046. Its charge is +3.



Question: electronic energy of number 1 (C4H10OS)?
Answer: -17191.992 eV



Question: Among the records above, which one has the lowest maximum force?
Answer: C13H26Cl2GeN3O3PtSSe



Question: Among the records above, which one has the highest maximum force?
Answer: C10H27ClDyIOP2S